{
  "formula": "C44H66AsN6Si3Sn",
  "method": "ωB97M-V/def2-TZVPD",
  "e_homo_ev": -3.40,
  "homo_lumo_gap_ev": 5.888,
  "charge": -1,
  "mol_weight_g_mol": 956.9,
  "symbols": ["Sn", "C", "C", "C", "C", "C", "N", "C", "C", "C", "C", "C", "C", "C", "N", "C", "C", "C", "N", "C", "C", "N", "C", "C", "C", "N", "H", "H", "H", "H", "H", "H", "H", "H", "H", "H", "H", "H", "H", "H", "H", "H", "H", "H", "C", "N", "C", "C", "C", "C", "C", "C", "C", "C", "H", "H", "H", "H", "H", "H", "H", "H", "H", "H", "H", "H", "C", "C", "C", "C", "C", "C", "H", "H", "H", "H", "H", "H", "H", "H", "H", "C", "Si", "C", "C", "As", "Si", "C", "C", "C", "Si", "C", "C", "C", "H", "H", "H", "H", "H", "H", "H", "H", "H", "H", "H", "H", "H", "H", "H", "H", "H", "H", "H", "H", "H", "H", "H", "H", "H", "H", "H"],
  "xyz": [[0.6292, -0.1403, 0.8289], [-4.7161, 6.4447, 2.0073], [-3.7405, 5.3420, 2.3276], [-2.5491, 5.5729, 3.0069], [-1.6274, 4.5673, 3.2079], [-1.7915, 3.2483, 2.7007], [-0.8692, 2.2671, 2.8355], [0.4229, 2.5625, 3.1358], [1.0986, 3.7674, 2.8177], [2.4124, 3.9936, 3.1776], [3.1612, 3.0461, 3.8722], [4.5916, 3.3053, 4.2649], [2.5472, 1.8368, 4.1589], [1.2348, 1.5930, 3.7951], [0.6725, 0.3277, 4.1154], [0.5513, -0.2053, 5.3444], [-0.0602, -1.4357, 5.2033], [-0.2540, -1.5784, 3.8245], [0.2095, -0.5171, 3.1832], [-3.1024, 3.0002, 2.1782], [-4.0130, 4.0267, 1.9806], [-3.5996, 1.6805, 1.9855], [-4.6770, 1.1944, 2.6511], [-4.8172, -0.1240, 2.2853], [-3.7656, -0.3420, 1.3802], [-3.0542, 0.7599, 1.2021], [-4.3546, 7.4018, 2.3832], [-5.6954, 6.2502, 2.4525], [-4.8605, 6.5343, 0.9280], [-2.3372, 6.5646, 3.3955], [-0.7390, 4.7753, 3.7882], [0.5731, 4.5161, 2.2408], [2.8790, 4.9365, 2.9087], [4.9017, 4.2970, 3.9347], [5.2557, 2.5669, 3.8099], [4.7183, 3.2497, 5.3490], [3.1097, 1.0458, 4.6439], [0.8883, 0.3195, 6.2209], [-0.3221, -2.1240, 5.9873], [-0.6648, -2.3949, 3.2562], [-4.9771, 3.7810, 1.5452], [-5.2395, 1.8141, 3.3277], [-5.5593, -0.8295, 2.6172], [-3.4821, -1.2441, 0.8614], [3.0122, 0.7438, -1.9274], [2.3389, 1.5388, -0.9215], [1.6206, 2.6456, -1.5191], [3.2727, 1.9902, 0.0939], [3.7461, 0.8753, 0.9989], [5.0787, 0.8815, 1.4023], [5.5631, -0.0828, 2.2716], [4.7033, -1.0655, 2.7344], [3.3771, -1.0720, 2.3266], [2.8513, -0.1098, 1.4623], [3.7785, 1.3266, -2.4703], [2.2712, 0.3764, -2.6378], [3.4957, -0.1066, -1.4442], [2.2950, 3.3492, -2.0379], [1.0812, 3.1893, -0.7422], [0.8936, 2.2530, -2.2328], [2.7630, 2.7259, 0.7150], [4.1372, 2.4955, -0.3764], [5.7455, 1.6534, 1.0284], [6.6012, -0.0682, 2.5847], [5.0732, -1.8402, 3.3986], [2.7192, -1.8601, 2.6825], [1.9092, -5.0763, 2.7634], [1.0280, -4.9868, 1.5077], [1.6752, -5.7845, 0.3685], [-0.3610, -5.5652, 1.8138], [0.9076, -3.5694, 1.1283], [0.8239, -2.3847, 0.8645], [1.9850, -6.1100, 3.1125], [1.4914, -4.4640, 3.5638], [2.9113, -4.7056, 2.5444], [1.7572, -6.8405, 0.6393], [2.6735, -5.3996, 0.1575], [1.0779, -5.6993, -0.5401], [-0.2888, -6.6280, 2.0598], [-1.0198, -5.4519, 0.9525], [-0.8145, -5.0449, 2.6587], [-3.6945, -0.5096, -5.3823], [-3.1281, -0.3030, -3.5718], [-3.5242, 1.5020, -3.1409], [-4.3183, -1.4214, -2.6106], [-0.8498, -0.5712, -3.0166], [-0.6188, -2.9172, -3.0110], [-1.6100, -3.7585, -1.6374], [-1.1616, -3.7385, -4.6464], [1.2020, -3.3670, -2.7619], [0.1198, -0.0951, -5.1271], [1.8933, -0.7753, -5.2785], [-0.6341, -0.5814, -6.8154], [0.2665, 1.8050, -5.2124], [-4.7839, -0.5477, -5.4351], [-3.3085, -1.4255, -5.8320], [-3.3605, 0.3285, -5.9946], [-4.5813, 1.7384, -3.2743], [-2.9468, 2.1787, -3.7755], [-3.2502, 1.7114, -2.1047], [-5.3491, -1.0841, -2.7308], [-4.0881, -1.4111, -1.5475], [-4.2611, -2.4528, -2.9645], [-2.6579, -3.4566, -1.6452], [-1.1837, -3.4937, -0.6682], [-1.5746, -4.8455, -1.7374], [-2.1944, -3.4860, -4.8963], [-1.0910, -4.8261, -4.5841], [-0.5273, -3.4117, -5.4725], [1.5390, -3.0218, -1.7826], [1.8315, -2.9037, -3.5224], [1.3602, -4.4461, -2.8111], [1.8845, -1.7941, -5.6705], [2.4053, -0.7944, -4.3168], [2.4866, -0.1618, -5.9584], [-0.9921, -1.6119, -6.8232], [0.1250, -0.4886, -7.5943], [-1.4711, 0.0603, -7.0878], [1.1509, 2.1502, -4.6739], [-0.6018, 2.2790, -4.7490], [0.3355, 2.1650, -6.2401]],
  "forces_ev_per_angstrom": [[0.326, 0.007, 0.221], [0.028, -0.167, 0.042], [-0.139, 0.127, 0.064], [-0.006, -0.021, -0.033], [-0.163, 0.026, -0.107], [0.122, -0.038, 0.274], [-0.093, -0.144, 0.117], [-0.444, -0.062, 0.078], [0.317, -0.084, -0.243], [-0.055, -0.107, 0.008], [0.141, 0.130, 0.058], [-0.106, -0.108, -0.014], [-0.034, -0.015, -0.077], [-0.008, 0.433, -0.315], [0.058, -0.292, 0.306], [-0.289, -0.184, -0.080], [0.078, 0.039, 0.075], [0.131, 0.075, 0.019], [0.032, 0.127, -0.125], [0.346, 0.306, -0.010], [0.092, -0.018, -0.045], [-0.389, -0.111, 0.352], [-0.027, -0.180, 0.040], [-0.107, -0.029, 0.031], [0.041, 0.191, -0.042], [0.644, -0.197, -0.408], [-0.024, 0.034, -0.004], [-0.035, 0.063, -0.005], [-0.021, 0.085, 0.000], [-0.011, 0.027, -0.006], [-0.135, 0.065, -0.018], [0.075, -0.034, 0.035], [0.002, 0.007, -0.037], [0.054, 0.012, 0.021], [0.050, 0.024, 0.027], [0.073, 0.028, 0.002], [-0.006, -0.042, -0.021], [-0.025, 0.123, -0.043], [-0.010, -0.019, -0.005], [-0.012, -0.032, -0.003], [0.036, -0.056, -0.050], [0.063, 0.014, 0.046], [-0.024, 0.035, 0.049], [-0.026, -0.022, -0.035], [-0.119, -0.029, 0.135], [0.185, 0.014, -0.139], [-0.081, -0.108, 0.092], [-0.063, -0.065, 0.108], [-0.142, -0.184, 0.057], [-0.011, 0.005, -0.051], [0.061, 0.043, 0.071], [0.080, -0.104, 0.085], [-0.271, -0.012, -0.083], [-0.089, 0.228, -0.260], [-0.015, -0.024, -0.039], [0.046, -0.008, -0.006], [0.027, -0.033, -0.078], [-0.010, -0.005, -0.038], [-0.027, -0.003, -0.010], [-0.001, 0.071, 0.002], [-0.106, 0.142, 0.045], [0.008, 0.014, 0.082], [-0.003, -0.002, -0.013], [-0.002, -0.003, -0.028], [-0.026, 0.020, 0.019], [0.034, -0.010, 0.027], [-0.007, -0.014, -0.040], [0.052, -0.085, 0.106], [-0.022, 0.072, 0.008], [0.020, 0.038, -0.028], [-0.068, 0.079, -0.103], [-0.024, 0.004, 0.002], [-0.009, -0.013, -0.019], [-0.003, -0.005, 0.022], [0.017, 0.012, 0.019], [-0.009, -0.004, 0.014], [0.004, 0.008, -0.033], [-0.006, -0.022, -0.026], [0.025, 0.000, 0.015], [-0.021, -0.006, -0.014], [-0.015, 0.010, 0.002], [0.497, -0.088, 0.170], [-1.175, 0.494, -0.285], [0.324, -0.303, 0.092], [0.528, -0.018, 0.054], [0.034, -0.193, -0.265], [0.115, -1.129, -0.210], [0.015, 0.477, -0.046], [0.035, 0.371, 0.187], [-0.192, 0.399, -0.014], [0.638, 0.524, -0.960], [-0.306, -0.120, 0.418], [-0.311, -0.154, 0.507], [-0.158, -0.289, 0.293], [-0.051, 0.038, 0.165], [-0.008, -0.019, -0.047], [0.003, 0.012, -0.023], [-0.049, -0.100, -0.035], [0.019, 0.014, -0.017], [-0.026, 0.015, 0.037], [0.035, 0.142, -0.107], [-0.015, -0.032, 0.148], [0.007, -0.021, -0.001], [-0.019, -0.017, 0.005], [0.011, 0.042, 0.042], [0.102, -0.029, -0.130], [-0.030, 0.018, -0.024], [0.046, -0.034, 0.113], [0.004, 0.008, -0.039], [0.009, -0.010, 0.047], [0.022, -0.014, -0.020], [-0.130, -0.060, -0.006], [-0.011, -0.042, 0.002], [0.081, -0.031, -0.050], [-0.114, 0.105, -0.071], [-0.019, -0.017, -0.049], [0.152, 0.070, 0.106], [-0.013, 0.004, 0.003], [0.002, -0.001, 0.055], [-0.004, 0.059, -0.012], [0.024, -0.107, -0.072]],
  "mulliken_charge": [0.7160, -1.5165, 0.6401, -0.9675, -1.0644, 0.7895, -0.2089, 0.0967, -0.5861, -1.2886, 0.5880, -1.5855, 0.1020, 0.1042, 0.6991, -0.2230, -1.2909, -1.0072, 0.6830, -0.1303, -0.3941, 0.6095, -0.1326, -1.2722, -0.4247, -0.3042, 0.3496, 0.3086, 0.3147, 0.2747, 0.5750, 0.6561, 0.2162, 0.3679, 0.2332, 0.3348, 0.3142, 0.4549, 0.4251, 0.6467, 0.4065, 0.4448, 0.4295, 0.6382, -0.7300, 1.1331, -0.7029, -1.8726, 1.4454, -0.9586, -0.5472, -0.9107, -0.1793, -0.0458, 0.3051, -0.3974, 0.3903, 0.3526, 0.1128, -0.0946, 0.0713, 0.2834, 0.3624, 0.3694, 0.4151, 0.3860, -1.7324, 2.2941, -1.5782, -1.4713, 0.6847, -1.5143, 0.4426, 0.2325, 0.3249, 0.4543, 0.3781, 0.1185, 0.4238, 0.2200, 0.3410, -1.1425, 0.3275, -1.0210, -0.9021, 0.4546, 0.1967, -0.4442, -1.0442, -0.6620, 0.8116, -1.2767, -1.2932, -1.2718, 0.3866, 0.2962, 0.2590, 0.3661, 0.2826, 0.1755, 0.3966, 0.1002, 0.3367, 0.3050, -0.3331, 0.3597, 0.2213, 0.3863, 0.1957, -0.0772, 0.3012, 0.3448, 0.3568, 0.2592, 0.4601, 0.3010, 0.4021, 0.3518, 0.3697, 0.2298, 0.4058]
}